1.
13
Properties=species:S:1:pos:R:3 method="wB97M-V/def2-TZVPD" gap_ev="7.56 / 7.56" charge=0 homo_ev="-7.53 / -7.53" e_lumo_ev="0.027 / 0.027" de_lowest_ev=4.420
C -1.531 -0.730 -0.385
C -0.443 0.626 0.731
O -0.053 -0.767 0.627
C 1.260 -0.826 -0.079
O 1.701 -1.910 -0.362
C 1.600 0.537 -0.253
C 0.599 1.373 0.233
H -1.692 -1.793 -0.216
H -2.404 -0.143 -0.110
H -1.145 -0.493 -1.373
H -1.079 0.830 1.582
H 2.563 0.841 -0.640
H 0.623 2.456 0.245

***

2.
14
Properties=species:S:1:pos:R:3 method="wB97M-V/def2-TZVPD" smiles="S=C1COCC=CO1" gap_ev=8.40 charge=0 homo_ev=-8.39 e_lumo_ev=0.010 de_lowest_ev=3.952
S 3.398 0.221 -0.266
C 1.642 0.457 -0.040
C 1.116 -0.912 0.474
O 0.240 -1.274 -0.647
C -1.111 -0.814 -0.405
C -1.493 0.565 -0.043
C -0.645 1.636 0.038
O 0.838 1.544 -0.439
H 0.636 -0.816 1.431
H 1.958 -1.530 0.674
H -1.465 -1.517 0.380
H -1.652 -1.118 -1.219
H -2.559 0.935 0.085
H -0.903 2.624 -0.024

***

3.
14
Properties=species:S:1:pos:R:3 method="wB97M-V/def2-TZVPD" smiles="O=C1CS[C@@H]2[C@@H](O)[C@@H]12" gap_ev=9.36 charge=0 homo_ev=-8.79 e_lumo_ev=0.577 de_lowest_ev=3.120
O 0.407 0.176 -2.367
C 0.612 0.174 -1.180
C 1.509 1.234 -0.454
S 0.951 1.318 1.337
C -0.497 0.397 0.820
C -1.086 -0.936 0.878
O -2.366 -1.046 0.432
C 0.100 -0.661 -0.096
H 1.268 2.174 -0.964
H 2.569 1.024 -0.575
H -1.201 0.993 0.223
H -0.716 -1.739 1.563
H -2.501 -1.932 0.018
H 0.950 -1.177 0.364

***

4.
14
Properties=species:S:1:pos:R:3 method="wB97M-V/def2-TZVPD" gap_ev=8.22 charge=0 homo_ev=-9.40 e_lumo_ev=-1.182 de_lowest_ev=3.786
C 0.822 0.044 -1.432
C 0.210 0.117 -0.107
C -1.153 0.129 0.100
C -2.085 -0.538 -0.730
O -3.171 -0.984 -0.358
O 1.267 0.483 0.726
C 1.379 0.409 2.060
S 2.658 1.379 2.734
H 1.110 0.953 -1.800
H 0.162 -0.516 -2.126
H 1.663 -0.565 -0.987
H -1.474 0.119 1.066
H -1.765 -1.105 -1.797
H 0.376 0.075 2.652